DFT (wB97M-V/def2-TZVPD) results for a cluster of 2 separate species, C3H7N3 in total in a non-equilibrium geometry.

Positions of all 13 atoms, in Å:
1 C 2.033 0.182 0.047
2 C -0.544 0.936 0.412
3 C 0.624 -0.115 -0.075
4 N 3.155 0.333 -0.065
5 N -1.911 0.569 0.264
6 N 0.450 -1.500 0.129
7 H -0.472 1.911 -0.144
8 H -0.437 1.236 1.510
9 H 0.606 0.132 -1.619
10 H -2.110 0.234 -0.688
11 H -2.366 -0.188 0.766
12 H 1.315 -1.941 -0.035
13 H -0.342 -1.788 -0.504

Atoms 1-6, force components in eV/Å:
C -1.31 0.65 0.09
C 1.40 0.58 1.51
C -1.36 1.98 -4.20
N 1.51 0.22 0.27
N -1.46 -1.51 -1.88
N -3.05 0.58 -0.14

Computed properties:
Total energy = -282.67296 hartree
E_LUMO = 0.33 eV
HOMO level = -9.38 eV
Energy above the lowest of the compared OMol25 structures with the same formula, charge and spin = 63.6 kcal/mol
Orbital gap = 0.357 hartree

---

DFT (wB97M-V/def2-TZVPD) results for the molecule C3H6O2.

Positions of all 11 atoms, in Å:
1 O -1.702 0.553 -1.071
2 C -0.946 0.606 0.118
3 C 0.496 0.277 -0.178
4 C 1.235 -0.730 0.581
5 O 0.666 -1.048 -0.681
6 H -1.512 -0.311 -1.465
7 H -1.042 1.622 0.511
8 H -1.335 -0.093 0.876
9 H 1.052 1.033 -0.733
10 H 0.764 -1.211 1.439
11 H 2.324 -0.699 0.603

Atoms 1-6, force components in eV/Å:
O -0.04 -0.21 -0.16
C 0.17 0.07 0.33
C -0.07 0.24 -0.01
C 0.14 -0.02 0.28
O 0.00 -0.16 -0.15
H -0.12 0.16 -0.03

Computed properties:
Total energy = -268.33139 hartree
E_LUMO = 1.10 eV
HOMO level = -10.32 eV
Energy above the lowest of the compared OMol25 structures with the same formula, charge and spin = 46.3 kcal/mol
SMILES = OC[C@H]1CO1
Orbital gap = 0.419 hartree

---

DFT (wB97M-V/def2-TZVPD) results for the molecule C16H18BrNO4 in a non-equilibrium geometry.

Positions of all 40 atoms, in Å:
1 C 2.757 -2.921 -0.418
2 N 1.557 -2.233 -0.014
3 C 0.666 -1.565 -0.916
4 O 0.890 -1.590 -2.143
5 C -0.692 -1.230 -0.187
6 O -1.788 -1.992 -0.734
7 C -1.134 0.242 -0.245
8 C -0.059 1.089 0.455
9 O -0.293 2.558 0.218
10 C -0.388 2.911 -1.131
11 C -0.614 4.423 -1.253
12 C 0.963 2.744 -1.853
13 C -1.605 2.176 -1.744
14 C -1.526 0.684 -1.653
15 O -2.220 -0.008 -2.373
16 C -0.383 -1.768 1.236
17 C -1.161 -1.669 2.410
18 C -0.791 -2.293 3.557
19 Br -1.995 -2.234 5.003
20 C 0.530 -2.885 3.655
21 C 1.409 -2.839 2.506
22 C 0.999 -2.301 1.239
23 H 2.750 -3.977 0.003
24 H 3.713 -2.399 -0.137
25 H 2.896 -2.839 -1.492
26 H -2.182 -1.466 -1.522
27 H -2.047 0.493 0.217
28 H 0.952 0.724 0.280
29 H -0.340 0.970 1.516
30 H -1.229 4.736 -0.504
31 H -0.898 4.690 -2.235
32 H 0.403 4.774 -0.971
33 H 1.243 1.739 -2.119
34 H 1.799 3.142 -1.369
35 H 0.967 3.043 -2.920
36 H -1.646 2.505 -2.744
37 H -2.567 2.441 -1.240
38 H -2.132 -1.243 2.234
39 H 0.911 -3.248 4.643
40 H 2.282 -3.387 2.745

Atoms 1-6, force components in eV/Å:
C 1.35 -0.22 0.42
N -0.75 1.25 -0.64
C 1.11 -2.17 -2.80
O -0.76 0.96 3.20
C -1.61 -0.76 0.82
O 0.41 0.57 -0.73

Computed properties:
Total energy = -3550.15467 hartree
E_LUMO = 0.14 eV
HOMO level = -8.33 eV
SMILES = CN1C(=O)[C@](O)([C@H]2COC(C)(C)CC2=O)c2cc(Br)ccc21
Orbital gap = 0.311 hartree

---

> Number 3 is which compound?

C16H18BrNO4